Here is a structure of composition C30H32KNO3PSSi from OMol25. Energies are from ωB97M-V/def2-TZVPD.

The value obtained for the total energy is -3072.044106 a.u. For the maximum force, the calculation gives 0.3 eV Å⁻¹. The highest occupied orbital energy is -4.4392 eV. As for the orbital gap: 6.723 eV. Its net charge is -1. For the energy above the lowest of the compared OMol25 structures with the same formula, charge and spin, the calculation gives 0.0 kcal per mole.

Atoms and positions in Å:
K  -0.13  -1.26  -1.36
C  0.69  -6.16  2.33
Si  1.01  -4.72  3.47
C  2.84  -4.42  3.69
C  0.38  -5.26  5.18
C  0.04  -3.19  3.01
C  -0.93  -2.68  3.85
C  -1.65  -1.53  3.51
C  -1.35  -0.94  2.31
N  -0.41  -1.39  1.46
C  0.29  -2.50  1.79
S  1.48  -3.07  0.69
H  1.22  -7.05  2.71
H  1.04  -5.94  1.33
H  -0.37  -6.40  2.29
H  3.30  -5.24  4.25
H  3.01  -3.49  4.25
H  3.33  -4.32  2.72
H  0.92  -6.16  5.48
H  -0.68  -5.49  5.16
H  0.56  -4.50  5.94
H  -1.15  -3.18  4.79
H  -2.42  -1.12  4.15
H  -1.88  -0.04  1.99
O  -3.97  -1.52  -4.06
C  -2.83  -1.09  -3.83
O  -1.95  -1.57  -3.07
C  -2.49  0.23  -4.57
P  -0.94  1.07  -4.04
C  -0.98  2.56  -5.15
C  -2.00  3.51  -5.11
C  -2.00  4.59  -5.98
C  -0.97  4.74  -6.90
C  0.05  3.80  -6.95
C  0.04  2.72  -6.08
C  -1.41  1.87  -2.45
C  -0.61  2.90  -1.95
C  -0.87  3.47  -0.72
C  -1.93  3.02  0.05
C  -2.73  1.99  -0.43
C  -2.48  1.42  -1.67
H  -3.35  0.89  -4.52
H  -2.34  -0.02  -5.62
H  -2.80  3.40  -4.39
H  -2.80  5.32  -5.93
H  -0.97  5.58  -7.58
H  0.86  3.91  -7.66
H  0.84  1.99  -6.10
H  0.24  3.24  -2.54
H  -0.23  4.27  -0.35
H  -2.13  3.46  1.02
H  -3.56  1.62  0.17
H  -3.10  0.62  -2.03
C  3.69  -0.16  0.19
C  2.38  0.58  0.33
O  1.57  0.60  -0.57
C  2.08  1.27  1.62
C  3.07  1.58  2.55
C  2.73  2.23  3.73
C  1.41  2.55  4.00
C  0.42  2.22  3.08
C  0.75  1.59  1.90
H  3.61  -0.87  -0.63
H  3.94  -0.70  1.10
H  4.48  0.56  -0.03
H  4.10  1.33  2.36
H  3.51  2.48  4.44
H  1.15  3.04  4.93
H  -0.62  2.45  3.29
H  0.00  1.32  1.17